Here is one molecule with the formula CH3NSi at a distorted geometry from the Open Molecules 2025 dataset. Energies are from wB97M-V/def2-TZVPD.

The geometry in XYZ format:
```
6
Properties=species:S:1:pos:R:3:forces:R:3
N 2.447600 -0.077772 -0.031429 -11.074 -0.273 1.512
C 1.172350 -0.107066 0.125929 11.876 0.016 -1.559
Si -0.648869 -0.092123 0.020609 -0.131 0.520 -0.539
H -1.095184 0.107890 1.415704 -0.341 -0.977 -0.085
H -0.873829 1.265219 -0.447955 -0.221 0.301 -0.550
H -1.002067 -1.096147 -1.082857 -0.109 0.413 1.221
```
Forces are in eV/Å.

Computed properties:
ΔE to the lowest compared entry with this formula, charge and spin ... 101.67 kJ/mol
2S+1 ... 1
HOMO-LUMO gap ... 11.72 eV
LUMO level ... 0.42 eV
Structure (SMILES) ... N#C[SiH3]

---

Here is a 2-piece molecular cluster, CH3O2S overall at a distorted geometry from the Open Molecules 2025 dataset. Energies are from wB97M-V/def2-TZVPD.

The geometry in XYZ format:
```
7
Properties=species:S:1:pos:R:3:forces:R:3
S -1.776521 1.083928 0.207574 -0.729 -0.984 -1.262
H -1.172418 1.778841 1.113721 0.806 0.672 1.042
O 2.212801 -0.852479 0.549644 -0.332 -0.797 -1.370
C 1.399769 -0.487489 -0.271208 -1.368 1.335 1.420
O 0.331659 -1.172197 -0.776032 0.786 0.222 0.967
H 1.332614 0.609545 -0.484390 0.116 -0.577 -0.432
H -0.490159 -0.608889 -0.512162 0.721 0.130 -0.363
```
Forces are in eV/Å.

Computed properties:
Total charge ... -1
ΔE to the lowest compared entry with this formula, charge and spin ... 59.32 kJ/mol
2S+1 ... 1
HOMO-LUMO gap ... 7.43 eV
LUMO level ... 4.12 eV

---

Here is a 2-piece molecular cluster, CH3O2S2 overall at a distorted geometry from the Open Molecules 2025 dataset. Energies are from wB97M-V/def2-TZVPD.

The geometry in XYZ format:
```
8
Properties=species:S:1:pos:R:3:forces:R:3
C -3.728747 -1.106617 -0.210531 1.813 -3.358 0.840
O 0.392780 1.626105 2.134921 0.285 -2.244 0.261
O -0.088171 -0.866469 2.702376 2.247 3.393 -1.488
S -2.506078 -0.561895 -1.323066 1.409 0.669 -1.537
S 0.756524 0.207985 2.067032 -2.700 -1.182 1.158
H -4.065407 -0.325186 0.348276 -0.997 1.997 2.061
H -3.283661 -1.954543 0.424623 -0.589 1.279 -0.147
H -4.559811 -1.596628 -0.619124 -1.469 -0.553 -1.148
```
Forces are in eV/Å.

Computed properties:
Total charge ... -1
ΔE to the lowest compared entry with this formula, charge and spin ... 217.12 kJ/mol
2S+1 ... 1
HOMO-LUMO gap (alpha / beta) ... 3.58 / 3.58 eV
LUMO level (alpha / beta) ... 1.55 / 1.55 eV

---

Here is a 2-piece molecular cluster, CH3O2S2 overall at a distorted geometry from the Open Molecules 2025 dataset. Energies are from wB97M-V/def2-TZVPD.

The geometry in XYZ format:
```
8
Properties=species:S:1:pos:R:3:forces:R:3
C -0.722747 -0.265201 -0.418999 -1.901 -1.193 1.899
O 1.819893 1.467087 1.175121 -0.041 0.761 1.506
O -2.129845 0.175553 -0.190068 1.294 0.564 2.050
S 2.760050 -1.013736 -0.077518 -0.576 0.894 -0.031
S 1.855147 0.798865 -0.122766 -0.163 -1.808 -1.525
H -0.897789 -0.490819 -1.457384 1.253 -0.513 -0.483
H -0.433116 -1.145691 0.332873 -0.336 1.878 -1.775
H -2.251595 0.473943 0.758743 0.470 -0.583 -1.641
```
Forces are in eV/Å.

Computed properties:
Total charge ... -1
ΔE to the lowest compared entry with this formula, charge and spin ... 315.27 kJ/mol
2S+1 ... 1
HOMO-LUMO gap (alpha / beta) ... 6.30 / 7.54 eV
LUMO level (alpha / beta) ... 3.73 / 3.71 eV